No. 1
Density functional theory data (ωB97M-V/def2-TZVPD) for a cluster of 2 separate species, C3H6FNO in total.

Values from the calculation:
HOMO level (hartree): -0.32560
Frontier orbital gap (eV): 9.870
Lowest unoccupied orbital energy (Eh): 0.03710
Energy relative to the best compared isomer or geometry (same formula, charge and spin) (kJ/mol): 326.2

Positions of all 12 atoms, in Å:
C -1.449 0.190 0.270
C 1.338 0.103 0.945
C 1.481 0.312 -0.395
N -1.723 -0.799 -0.667
O 0.863 1.332 -1.071
F -1.982 -0.317 1.395
H 1.789 -0.739 1.328
H -1.586 -0.565 -1.604
H 0.708 0.694 1.622
H 2.033 -0.373 -1.033
H -1.895 -1.719 -0.289
H 0.423 1.882 -0.502

No. 2
Density functional theory data (ωB97M-V/def2-TZVPD) for a cluster of 2 separate species, C5H14 in total.

Values from the calculation:
SMILES: CCC.CC
HOMO level (hartree): -0.39653
Frontier orbital gap (eV): 11.996
Lowest unoccupied orbital energy (Eh): 0.04434
Energy relative to the best compared isomer or geometry (same formula, charge and spin) (kJ/mol): 91.4

Positions of all 19 atoms, in Å:
C 0.958 -0.331 1.352
C 1.956 -0.287 0.170
C 0.147 1.024 1.426
H 1.294 -0.785 2.268
H 0.294 -1.148 1.083
H 1.831 -1.170 -0.454
H 1.841 0.572 -0.478
H 0.839 1.749 1.859
H -0.795 0.993 1.964
H 2.980 -0.204 0.562
H -0.202 1.331 0.467
C -1.364 0.508 -1.559
C -1.401 -0.952 -1.007
H -1.502 1.209 -0.746
H -0.408 0.745 -2.037
H -2.161 0.581 -2.305
H -0.863 -0.894 -0.074
H -2.372 -1.328 -0.688
H -1.070 -1.612 -1.803

No. 3
Density functional theory data (ωB97M-V/def2-TZVPD) for the molecule C5H12Cl2Si.

Values from the calculation:
SMILES: CC(C)(C)[SiH2]C(Cl)Cl
HOMO level (hartree): -0.36899
Frontier orbital gap (eV): 10.708
Lowest unoccupied orbital energy (Eh): 0.02451
Energy relative to the best compared isomer or geometry (same formula, charge and spin) (kJ/mol): 478.0

Positions of all 20 atoms, in Å:
C 0.245 -0.724 -1.070
C 0.759 1.002 0.563
C 1.176 -1.317 1.026
C -2.973 0.521 -0.264
C 0.188 -0.345 0.360
Si -1.569 -0.268 1.010
Cl -4.478 1.043 0.578
Cl -3.412 -0.799 -1.376
H -0.438 -0.151 -1.735
H 1.362 -0.753 -1.414
H -0.241 -1.702 -1.165
H 1.535 1.409 -0.090
H 1.202 1.195 1.611
H -0.132 1.679 0.558
H 1.225 -1.135 2.061
H 0.897 -2.359 0.797
H 2.175 -0.968 0.772
H -2.687 1.341 -0.835
H -1.749 0.687 2.129
H -2.133 -1.689 1.176

No. 4
Density functional theory data (ωB97M-V/def2-TZVPD) for a structure of composition C29H24N7O6STi.

Values from the calculation:
Expectation value of S²: 2.0172
HOMO level (alpha / beta) (hartree): -0.09928 / -0.15281
Frontier orbital gap (alpha / beta) (eV): 5.054 / 6.504
Lowest unoccupied orbital energy (alpha / beta) (Eh): 0.08645 / 0.08620
Multiplicity: 3
Total charge: -1

Positions of all 68 atoms, in Å:
Ti -0.609 -0.096 0.003
O 0.263 -1.782 3.611
C 0.314 -1.180 2.533
N -0.596 -0.373 1.975
C -1.708 0.086 2.662
C -1.879 0.070 4.045
C -2.997 0.665 4.607
C -3.966 1.243 3.802
C -3.827 1.245 2.425
C -2.691 0.689 1.840
N -2.407 0.630 0.488
C -3.084 1.353 -0.419
O -3.990 2.174 -0.238
C -2.631 1.026 -1.796
C -3.165 1.691 -2.896
C -2.807 1.296 -4.167
C -1.954 0.191 -4.286
C -1.456 -0.403 -3.148
N -1.744 0.009 -1.911
C 1.583 -1.214 1.740
C 2.506 -2.240 1.911
C 3.738 -2.149 1.292
C 4.020 -0.985 0.577
C 3.051 -0.007 0.476
N 1.831 -0.120 1.002
H -1.142 -0.411 4.670
H -3.112 0.671 5.685
H -4.844 1.693 4.249
H -4.595 1.670 1.802
H -3.859 2.496 -2.703
H -3.184 1.796 -5.047
H -1.672 -0.183 -5.257
H -0.805 -1.264 -3.241
H 2.224 -3.078 2.528
H 4.475 -2.938 1.381
H 4.989 -0.840 0.123
H 3.262 0.920 -0.048
O 1.489 3.121 -1.247
C 0.934 1.886 -1.159
O -0.016 1.692 -0.325
C 1.433 0.761 -1.856
C 2.434 0.606 -2.836
C 2.764 -0.682 -3.235
C 2.124 -1.796 -2.681
C 1.135 -1.573 -1.722
N 0.809 -0.336 -1.343
C 0.266 -2.550 -0.988
O 0.360 -3.762 -1.142
O -0.579 -1.944 -0.213
H 1.163 3.601 -0.464
H 2.931 1.475 -3.239
H 3.541 -0.836 -3.971
H 2.392 -2.803 -2.963
C 3.884 4.267 2.089
N 3.316 3.571 3.202
C 4.080 3.254 4.386
C 3.100 2.413 5.227
N 1.991 2.222 4.322
C 2.128 2.912 3.168
S 1.024 2.994 1.956
H 3.946 5.341 2.284
H 3.232 4.099 1.234
H 4.884 3.886 1.870
H 4.384 4.173 4.902
H 4.990 2.692 4.126
H 2.770 2.957 6.122
H 3.539 1.461 5.539
H 1.206 1.624 4.504

No. 5
Density functional theory data (ωB97M-V/def2-TZVPD) for the molecule C21H22ClN3O2S.

Values from the calculation:
SMILES: COc1ccc(N(C)C(=O)C2CCN(c3nccc4sccc34)CC2)cc1Cl
HOMO level (hartree): -0.28838
Frontier orbital gap (eV): 8.446
Lowest unoccupied orbital energy (Eh): 0.02199
Energy relative to the best compared isomer or geometry (same formula, charge and spin) (kJ/mol): 0.0

Positions of all 50 atoms, in Å:
O 0.808 -0.235 0.664
Cl 1.825 3.436 4.200
N -4.129 -1.305 0.679
O 4.684 3.754 3.770
S -5.852 -5.100 -1.175
C 0.992 0.280 -0.432
C -4.459 -5.016 -2.297
C -3.590 -3.948 -2.006
C -5.254 -1.802 1.164
C -3.532 -1.969 -0.322
C 4.716 2.621 1.532
C -5.839 -3.000 0.725
C 4.048 1.960 0.503
C 2.020 2.248 1.768
C 2.704 2.924 2.789
C 4.086 3.100 2.699
C -5.250 -3.682 -0.348
C -4.062 -3.175 -0.871
C 2.643 1.779 0.582
N 1.964 1.288 -0.516
N -2.349 -1.438 -0.855
C 5.974 4.314 3.573
C 2.305 1.884 -1.813
C -2.142 0.026 -0.806
C -1.158 -2.202 -0.559
C -1.111 0.471 -1.856
C -0.055 -1.812 -1.549
C 0.218 -0.285 -1.645
H -4.288 -5.680 -3.124
H -2.714 -3.721 -2.563
H -5.739 -1.235 1.936
H 5.787 2.758 1.352
H -6.784 -3.310 1.147
H 4.629 1.653 -0.386
H 0.961 2.090 1.912
H 6.036 4.918 2.698
H 6.231 4.941 4.431
H 6.756 3.540 3.478
H 2.958 1.193 -2.350
H 1.398 2.071 -2.401
H 2.794 2.862 -1.669
H -1.810 0.291 0.206
H -3.116 0.540 -1.000
H -0.797 -1.970 0.462
H -1.372 -3.272 -0.597
H -0.939 1.578 -1.885
H -1.516 0.193 -2.840
H -0.442 -2.103 -2.540
H 0.888 -2.318 -1.328
H 0.876 -0.135 -2.535

No. 6
Density functional theory data (ωB97M-V/def2-TZVPD) for the molecule C19H22BrIN2O3S.

Values from the calculation:
SMILES: O=S(=O)(NC1CCN(CCOc2cc(Br)ccc2I)CC1)c1ccccc1
HOMO level (hartree): -0.31670
Frontier orbital gap (eV): 8.683
Lowest unoccupied orbital energy (Eh): 0.00238
Energy relative to the best compared isomer or geometry (same formula, charge and spin) (kJ/mol): 0.0

Positions of all 49 atoms, in Å:
O -2.544 -1.855 2.713
O -2.077 -0.884 4.900
Br -0.328 6.258 -6.004
I -2.257 -0.260 -4.718
O -0.046 1.782 -3.260
C 1.019 -5.221 4.750
C -0.120 -5.311 3.954
C 1.436 -3.986 5.220
C -1.967 3.913 -6.343
C -2.303 2.583 -6.108
C -0.290 3.824 -4.577
C -0.892 -4.219 3.634
C 0.673 -2.884 4.913
C -0.979 4.511 -5.559
C -1.636 1.893 -5.077
C -0.621 2.491 -4.280
C -0.482 -2.978 4.120
N 1.150 0.955 -0.468
N -0.442 -0.416 3.125
C 1.022 2.426 -2.550
C 1.779 1.348 -1.768
C -0.219 0.432 -0.551
C 2.066 0.148 0.370
C -0.823 0.228 0.846
C 1.479 0.068 1.777
C 0.068 -0.546 1.777
S -1.519 -1.542 3.725
H 1.605 -6.092 4.887
H -0.492 -6.288 3.612
H 2.359 -3.880 5.770
H -2.515 4.488 -7.094
H -3.058 2.003 -6.660
H 0.455 4.360 -4.032
H -1.789 -4.349 3.007
H 1.009 -1.898 5.291
H -0.774 0.516 3.360
H 1.751 2.924 -3.190
H 0.615 3.197 -1.876
H 1.923 0.471 -2.418
H 2.738 1.761 -1.552
H -0.897 1.107 -1.042
H -0.191 -0.511 -1.088
H 2.126 -0.856 -0.025
H 3.070 0.597 0.372
H -1.070 1.190 1.289
H -1.750 -0.351 0.742
H 2.143 -0.581 2.358
H 1.478 1.028 2.288
H 0.117 -1.592 1.441

Repeat the sixth record exactly.
Density functional theory data (ωB97M-V/def2-TZVPD) for the molecule C19H22BrIN2O3S.

Values from the calculation:
SMILES: O=S(=O)(NC1CCN(CCOc2cc(Br)ccc2I)CC1)c1ccccc1
HOMO level (hartree): -0.31670
Frontier orbital gap (eV): 8.683
Lowest unoccupied orbital energy (Eh): 0.00238
Energy relative to the best compared isomer or geometry (same formula, charge and spin) (kJ/mol): 0.0

Positions of all 49 atoms, in Å:
O -2.544 -1.855 2.713
O -2.077 -0.884 4.900
Br -0.328 6.258 -6.004
I -2.257 -0.260 -4.718
O -0.046 1.782 -3.260
C 1.019 -5.221 4.750
C -0.120 -5.311 3.954
C 1.436 -3.986 5.220
C -1.967 3.913 -6.343
C -2.303 2.583 -6.108
C -0.290 3.824 -4.577
C -0.892 -4.219 3.634
C 0.673 -2.884 4.913
C -0.979 4.511 -5.559
C -1.636 1.893 -5.077
C -0.621 2.491 -4.280
C -0.482 -2.978 4.120
N 1.150 0.955 -0.468
N -0.442 -0.416 3.125
C 1.022 2.426 -2.550
C 1.779 1.348 -1.768
C -0.219 0.432 -0.551
C 2.066 0.148 0.370
C -0.823 0.228 0.846
C 1.479 0.068 1.777
C 0.068 -0.546 1.777
S -1.519 -1.542 3.725
H 1.605 -6.092 4.887
H -0.492 -6.288 3.612
H 2.359 -3.880 5.770
H -2.515 4.488 -7.094
H -3.058 2.003 -6.660
H 0.455 4.360 -4.032
H -1.789 -4.349 3.007
H 1.009 -1.898 5.291
H -0.774 0.516 3.360
H 1.751 2.924 -3.190
H 0.615 3.197 -1.876
H 1.923 0.471 -2.418
H 2.738 1.761 -1.552
H -0.897 1.107 -1.042
H -0.191 -0.511 -1.088
H 2.126 -0.856 -0.025
H 3.070 0.597 0.372
H -1.070 1.190 1.289
H -1.750 -0.351 0.742
H 2.143 -0.581 2.358
H 1.478 1.028 2.288
H 0.117 -1.592 1.441

Please write out number 5 again, unchanged.
Density functional theory data (ωB97M-V/def2-TZVPD) for the molecule C21H22ClN3O2S.

Values from the calculation:
SMILES: COc1ccc(N(C)C(=O)C2CCN(c3nccc4sccc34)CC2)cc1Cl
HOMO level (hartree): -0.28838
Frontier orbital gap (eV): 8.446
Lowest unoccupied orbital energy (Eh): 0.02199
Energy relative to the best compared isomer or geometry (same formula, charge and spin) (kJ/mol): 0.0

Positions of all 50 atoms, in Å:
O 0.808 -0.235 0.664
Cl 1.825 3.436 4.200
N -4.129 -1.305 0.679
O 4.684 3.754 3.770
S -5.852 -5.100 -1.175
C 0.992 0.280 -0.432
C -4.459 -5.016 -2.297
C -3.590 -3.948 -2.006
C -5.254 -1.802 1.164
C -3.532 -1.969 -0.322
C 4.716 2.621 1.532
C -5.839 -3.000 0.725
C 4.048 1.960 0.503
C 2.020 2.248 1.768
C 2.704 2.924 2.789
C 4.086 3.100 2.699
C -5.250 -3.682 -0.348
C -4.062 -3.175 -0.871
C 2.643 1.779 0.582
N 1.964 1.288 -0.516
N -2.349 -1.438 -0.855
C 5.974 4.314 3.573
C 2.305 1.884 -1.813
C -2.142 0.026 -0.806
C -1.158 -2.202 -0.559
C -1.111 0.471 -1.856
C -0.055 -1.812 -1.549
C 0.218 -0.285 -1.645
H -4.288 -5.680 -3.124
H -2.714 -3.721 -2.563
H -5.739 -1.235 1.936
H 5.787 2.758 1.352
H -6.784 -3.310 1.147
H 4.629 1.653 -0.386
H 0.961 2.090 1.912
H 6.036 4.918 2.698
H 6.231 4.941 4.431
H 6.756 3.540 3.478
H 2.958 1.193 -2.350
H 1.398 2.071 -2.401
H 2.794 2.862 -1.669
H -1.810 0.291 0.206
H -3.116 0.540 -1.000
H -0.797 -1.970 0.462
H -1.372 -3.272 -0.597
H -0.939 1.578 -1.885
H -1.516 0.193 -2.840
H -0.442 -2.103 -2.540
H 0.888 -2.318 -1.328
H 0.876 -0.135 -2.535

- What is the formula in the second record?
  C5H14

Copy entry 2 word for word.
Density functional theory data (ωB97M-V/def2-TZVPD) for a cluster of 2 separate species, C5H14 in total.

Values from the calculation:
SMILES: CCC.CC
HOMO level (hartree): -0.39653
Frontier orbital gap (eV): 11.996
Lowest unoccupied orbital energy (Eh): 0.04434
Energy relative to the best compared isomer or geometry (same formula, charge and spin) (kJ/mol): 91.4

Positions of all 19 atoms, in Å:
C 0.958 -0.331 1.352
C 1.956 -0.287 0.170
C 0.147 1.024 1.426
H 1.294 -0.785 2.268
H 0.294 -1.148 1.083
H 1.831 -1.170 -0.454
H 1.841 0.572 -0.478
H 0.839 1.749 1.859
H -0.795 0.993 1.964
H 2.980 -0.204 0.562
H -0.202 1.331 0.467
C -1.364 0.508 -1.559
C -1.401 -0.952 -1.007
H -1.502 1.209 -0.746
H -0.408 0.745 -2.037
H -2.161 0.581 -2.305
H -0.863 -0.894 -0.074
H -2.372 -1.328 -0.688
H -1.070 -1.612 -1.803